Entry 1:
The molecule C3H3NO4 in a non-equilibrium geometry, computed with ωB97M-V/def2-TZVPD.

ΔE to the lowest compared entry with this formula, charge and spin (kcal/mol): 79.3
SMILES string: O=C(O)C1=NOCO1

Structure (ORCA input):
```
! wB97M-V def2-TZVPD RIJCOSX def2/J DEFGRID3
* xyz 0 1
O 2.02291 -0.81342 -0.09557
O 0.80594 1.05438 0.16842
O -2.07180 -1.15822 0.20914
O -2.17267 1.07638 -0.13224
N 0.63454 -1.09111 -0.15466
C -1.54704 -0.12267 -0.05820
C 0.00977 -0.01213 -0.04655
C 2.05596 0.59503 0.05901
H 2.64754 0.67131 1.00744
H 2.58939 1.17546 -0.70543
H -1.46586 1.75659 -0.14297
*
```



Entry 2:
An isolated ion of composition C6H9N2O2 and charge -1 in a non-equilibrium geometry, computed with ωB97M-V/def2-TZVPD.

ΔE to the lowest compared entry with this formula, charge and spin (kcal/mol): 77.3
SMILES string: CC1(C)N=N[C@]1(C)C(=O)[O-]

Structure (ORCA input):
```
! wB97M-V def2-TZVPD RIJCOSX def2/J DEFGRID3
* xyz -1 1
O -2.38600 1.53799 -0.45072
O -3.59921 -0.35921 -0.26168
N -1.33062 -1.71751 0.90253
N -0.44724 -2.07019 0.03886
C -0.95305 0.56563 1.78637
C 1.35518 -0.42031 0.02578
C -0.12471 -0.71119 -0.31708
C -2.59715 0.34010 -0.16256
C -1.31239 -0.28746 0.58240
C -0.32686 -0.61513 -1.82077
H -0.56052 1.56376 1.40968
H 0.19396 -1.60296 -2.20939
H 1.72098 -1.26528 0.73633
H 0.18503 0.32502 -2.26795
H -0.08575 0.23875 2.31220
H -1.35265 -0.62664 -1.98590
H -1.81115 0.68789 2.46818
H 1.37586 0.53217 0.52527
H 2.14519 -0.42358 -0.83668
*
```



Entry 3:
A 3-piece molecular cluster, C24H43FIN4O7PS overall in a non-equilibrium geometry, computed with ωB97M-V/def2-TZVPD.

SMILES string: CCP(C)[C@]1(CCO)C(=O)N[C@](CCCS)(CC(N)(N)N)[C@]1(F)CC(=O)I.O=C1CCCO1.O=C1CCCO1

Structure (ORCA input):
```
! wB97M-V def2-TZVPD RIJCOSX def2/J DEFGRID3
* xyz 0 1
I 5.62446 2.25573 -2.88928
S 3.39834 -1.67580 -4.70695
P 1.00955 3.33740 0.16688
F 2.40369 1.33278 -3.14000
O -3.51378 -3.89364 1.38397
O -1.84769 0.38238 5.44766
O 0.51271 5.54637 -3.12615
O -2.15741 -1.60537 4.43808
O -2.48193 -5.32172 2.79238
O -0.99507 3.18509 -2.31874
O 4.83894 -0.40164 -2.14814
N -0.20556 1.09562 -2.45325
N -1.91566 -0.80558 -0.65578
N -1.48728 1.30152 0.41323
N -0.99477 -0.70710 1.54704
C 0.80052 0.29850 -1.73559
C 1.45550 4.55800 -3.50500
C 0.97344 -0.94633 -2.67106
C -3.81419 -2.51318 5.83866
C 2.15842 3.92543 -2.26347
C -2.74029 -4.97364 1.67620
C 2.61122 3.75019 1.04361
C 0.50820 -0.09997 -0.25553
C 3.28512 0.98154 -1.01190
C 1.35884 2.74040 -1.60088
C -0.97891 -0.05202 0.19596
C -3.15951 -2.64101 4.47439
C 1.97268 1.32524 -1.77285
C 2.76130 -2.72560 -3.35091
C 3.02431 2.65542 2.07647
C 0.11832 4.97422 0.09921
C -2.46928 -0.63464 5.33344
C 2.04726 -1.96078 -2.20613
C -3.71677 -1.01696 6.10326
C -2.31110 -5.66563 0.40112
C -3.71874 -3.81384 -0.03874
C -0.07947 2.45134 -2.13412
C 4.47782 0.66233 -1.94108
C -2.56985 -4.59537 -0.64968
H -3.60294 -0.79553 7.16142
H -1.69114 -3.95157 -0.74116
H -2.49810 -0.18499 -1.20822
H -3.22828 -3.05651 6.58306
H -2.50676 1.29209 0.40701
H -1.10881 -1.70282 1.34665
H -1.26220 -5.94728 0.44680
H 2.40335 4.72472 -1.55209
H -4.56740 -0.47297 5.68886
H 1.01538 3.78718 -4.14492
H -0.74386 4.94596 -0.57732
H 1.12497 -0.56549 -3.68600
H 2.72630 2.94512 3.09391
H 0.86114 -1.11520 -0.00824
H -1.88604 -0.44127 1.96303
H -4.69086 -4.25311 -0.27619
H 2.56103 1.68985 1.82808
H 3.64307 -3.21100 -2.90517
H 2.26140 5.05452 -4.08313
H -3.86395 -2.47075 3.65720
H 1.05422 0.56955 0.42604
H -2.68882 -3.60902 4.33466
H 3.59837 1.86089 -0.42812
H 4.11647 2.51950 2.11875
H 3.11240 3.51520 -2.62589
H 2.80211 -1.53842 -1.53688
H -3.71508 -2.77182 -0.35224
H -2.79853 -4.99302 -1.63758
H 1.51783 -2.73107 -1.61425
H 0.96112 6.18356 -2.55625
H -1.45980 -1.51258 -1.21983
H 2.54984 -1.98118 -5.72457
H 0.83823 5.71977 -0.28463
H 2.16304 -3.55403 -3.75400
H 3.46507 3.86522 0.34763
H 0.00064 -1.46935 -2.66802
H -4.83164 -2.90106 5.86511
H 3.16338 0.15372 -0.30401
H -2.93659 -6.54681 0.24994
H 2.53177 4.71567 1.56662
H -1.13889 0.71701 -2.50665
H -1.19868 1.54166 1.35991
H -0.23612 5.26596 1.09434
*
```



Per-record electronic energy, Ha: -471.7467; -493.9995; -2823.0910
Per-record highest occupied orbital energy, eV: -9.72; -4.51; -7.63